The following is a quantum chemistry calculation of a cluster of 3 separate species, C18H19BF3N4O6S in total in a non-equilibrium geometry, from OMol25.

Properties
Charge: -1
LUMO, eV: 0.1
Calculated total energy, a.u.: -2090.4765
F_max, eV/Å: 2.0

XYZ file:
```
52
C18H19BF3N4O6S wB97M-V/def2-TZVPD
N 3.62 -2.51 2.81
C 2.53 -1.78 2.11
N 2.86 -1.63 0.70
N 2.50 -0.45 2.71
C 1.20 -2.54 2.37
B -0.06 -2.05 1.47
O -0.97 -3.24 1.12
C -2.25 -2.81 1.08
N -3.18 -3.52 2.05
C -2.83 -4.63 2.40
S -2.22 -5.87 3.16
C -2.12 -1.27 1.40
C -3.30 -0.60 2.07
F -3.12 0.73 2.14
F -4.43 -0.81 1.37
F -3.50 -1.01 3.32
O -1.01 -1.20 2.21
H 4.45 -2.27 2.29
H 3.44 -3.49 2.63
H 2.44 -2.35 0.14
H 2.67 -0.71 0.33
H 2.12 -0.53 3.64
H 1.85 0.13 2.18
H 0.93 -2.32 3.40
H 1.34 -3.62 2.33
H 0.20 -1.58 0.36
H -2.64 -2.96 0.07
H -1.99 -0.73 0.45
C -1.68 1.17 -3.38
C -2.45 1.99 -4.08
C -3.86 2.25 -3.69
O -4.56 3.00 -4.33
C -4.37 1.57 -2.48
C -3.60 0.75 -1.77
C -2.19 0.48 -2.16
O -1.49 -0.26 -1.52
H -0.65 0.96 -3.65
H -2.10 2.50 -4.97
H -5.40 1.77 -2.20
H -3.95 0.24 -0.88
C 2.95 3.49 -0.03
C 3.14 4.55 -0.80
C 3.35 4.42 -2.27
O 3.53 5.39 -2.97
C 3.34 3.05 -2.84
C 3.15 1.98 -2.07
C 2.94 2.12 -0.60
O 2.77 1.15 0.10
H 2.79 3.56 1.04
H 3.15 5.56 -0.41
H 3.50 2.97 -3.90
H 3.15 0.97 -2.46
```